This record from the OMol25 dataset describes a structure of composition C10H8Cl3N in a non-equilibrium geometry. The level of theory is ωB97M-V/def2-TZVPD.

Values from the calculation:
- Frontier orbital gap: 9.850 eV
- Relative energy (zero: lowest compared OMol25 entry of this formula, charge and spin): 0.488 eV
- Max |F|: 5.4 eV Å⁻¹
- E_LUMO: 0.63 eV

Each line ends with the Mulliken charge.
CARTESIAN COORDINATES (ANGSTROEM)
C 2.402 -0.964 -0.714  -0.841
C 2.433 -0.653 -2.085  -0.619
C 1.300 -0.573 0.021  -0.429
C 1.255 -0.284 -2.678  -0.538
C 0.061 -0.239 -0.565  0.482
C 0.061 -0.151 -1.935  0.311
C -1.330 0.950 2.707  -0.173
C -1.641 -0.895 1.414  -0.704
C -1.104 0.036 0.311  -0.605
C -0.984 1.557 1.386  0.593
N -1.628 -0.273 2.670  -0.559
Cl -1.382 0.346 -2.915  -0.229
Cl -2.044 2.787 0.722  -0.162
Cl 0.591 2.196 1.234  -0.130
H 3.252 -1.339 -0.246  0.427
H 3.301 -0.879 -2.543  0.477
H 1.122 -0.596 1.045  0.505
H 1.285 -0.088 -3.663  0.542
H -1.266 1.698 3.532  0.355
H -2.588 -1.213 1.231  0.402
H -1.021 -1.812 1.317  0.383
H -2.075 0.389 -0.243  0.511

This record from the OMol25 dataset describes a structure of composition C17H16FeI2N2O2 in a non-equilibrium geometry. The level of theory is ωB97M-V/def2-TZVPD.

Values from the calculation:
- Frontier orbital gap (alpha / beta): 6.393 / 6.415 eV
- Relative energy (zero: lowest compared OMol25 entry of this formula, charge and spin): 0.468 eV
- Max |F|: 3.0 eV Å⁻¹
- E_LUMO (alpha / beta): -0.72 / -0.73 eV

Each line ends with the Mulliken charge.
CARTESIAN COORDINATES (ANGSTROEM)
Fe -0.989 -0.319 -0.074  -0.272
O -0.952 -0.188 1.789  -0.300
C -0.587 0.780 2.560  0.376
C -0.587 0.573 3.962  -0.731
C -0.202 1.562 4.835  -0.400
C 0.227 2.813 4.363  -0.759
C 0.238 3.037 3.011  -0.684
C -0.182 2.060 2.089  0.764
C -0.223 2.435 0.694  -0.235
N -0.838 1.790 -0.219  0.045
C -0.866 2.278 -1.603  -0.670
C -1.396 1.151 -2.486  -0.768
N -0.739 -0.055 -2.026  0.380
C 0.189 -0.567 -2.741  -0.059
C 1.207 -1.448 -2.239  0.641
C 1.934 -2.271 -3.120  -0.621
C 2.990 -3.027 -2.681  -0.677
C 3.381 -2.925 -1.333  -0.452
C 2.734 -2.082 -0.463  -0.609
C 1.604 -1.317 -0.871  0.124
O 1.020 -0.522 -0.038  -0.552
H -0.910 -0.397 4.318  0.399
H -0.237 1.373 5.903  0.368
H 0.535 3.587 5.055  0.375
H 0.552 4.006 2.631  0.321
H 0.289 3.372 0.446  0.316
H 0.132 2.581 -1.931  0.418
H -1.534 3.140 -1.683  0.431
H -1.191 1.353 -3.541  0.399
H -2.472 1.064 -2.344  0.156
H 0.269 -0.256 -3.789  0.258
H 1.616 -2.326 -4.158  0.371
H 3.519 -3.686 -3.356  0.390
H 4.214 -3.520 -0.976  0.371
H 3.038 -1.998 0.573  0.447
I -3.638 -0.434 -0.022  0.184
C -3.318 -2.603 -0.117  -0.777
I -1.252 -3.078 -0.133  0.224
H -3.772 -2.924 -1.045  0.400
H -3.798 -3.012 0.762  0.407